[1]
DFT (ωB97M-V/def2-TZVPD) results for a molecular structure, C38H58AuGeN2O2SSi3.

Output
**LUMO (alpha / beta)**: -6.90 / -7.25 eV
**Expectation value of S²**: 0.791
**Net charge**: +2
**Highest occupied orbital energy (alpha / beta)**: -13.13 / -13.50 eV
**Energy relative to the best compared isomer or geometry (same formula, charge and spin)**: 1.925 eV
**Gap between HOMO and LUMO (alpha / beta)**: 0.2289 / 0.2295 Eh
**Strongest force on any atom**: 0.80 eV/Å
**2S+1**: 2

CARTESIAN COORDINATES (ANGSTROEM)
Au (-0.2425, -0.1808, 0.4195)
C (-1.1962, -5.1718, -1.5393)
N (-1.7413, -3.8144, -1.4085)
C (-3.0955, -3.5056, -1.8659)
C (-1.0261, -2.8803, -0.8264)
O (-1.4405, -1.7135, -0.6414)
H (-1.8005, -5.7218, -2.2541)
H (-1.2213, -5.6993, -0.5869)
H (-0.1739, -5.1309, -1.9127)
H (-3.4175, -4.2771, -2.5588)
H (-3.0964, -2.5425, -2.3698)
H (-3.7873, -3.4647, -1.0243)
H (-0.0210, -3.1945, -0.5217)
C (0.7385, 1.4148, -3.8329)
Si (-1.0199, 1.1694, -3.2790)
C (-1.6507, -0.5447, -3.6598)
C (-2.1917, 2.4231, -4.0342)
Ge (-1.2992, 1.8147, -0.9788)
Si (-3.5076, 1.5288, 0.0293)
C (-4.4317, 0.1015, -0.7186)
C (-3.4475, 1.4312, 1.8810)
C (-4.2352, 3.1616, -0.5383)
Si (-0.2322, 3.9167, -0.4346)
C (-1.1118, 5.1331, -1.5490)
C (-0.6009, 4.3080, 1.3538)
C (1.5829, 3.9283, -0.8669)
H (0.8342, 1.0955, -4.8735)
H (1.4201, 0.8255, -3.2165)
H (1.0362, 2.4619, -3.7707)
H (-1.4938, -0.7463, -4.7222)
H (-2.7207, -0.6180, -3.4587)
H (-1.1462, -1.3176, -3.0840)
H (-2.1730, 2.2936, -5.1201)
H (-1.9156, 3.4558, -3.8253)
H (-3.2221, 2.2672, -3.7089)
H (-3.8615, -0.8220, -0.6213)
H (-4.6375, 0.2715, -1.7772)
H (-5.3877, -0.0244, -0.2044)
H (-2.9402, 0.5307, 2.2173)
H (-4.4706, 1.3921, 2.2645)
H (-2.9488, 2.2945, 2.3229)
H (-4.1989, 3.2895, -1.6219)
H (-3.7443, 4.0156, -0.0722)
H (-5.2888, 3.1874, -0.2453)
H (-2.1961, 5.1231, -1.4487)
H (-0.8551, 4.9890, -2.5981)
H (-0.7657, 6.1318, -1.2650)
H (-1.6521, 4.5752, 1.4780)
H (-0.0040, 5.1665, 1.6724)
H (-0.3795, 3.4837, 2.0296)
H (1.6938, 4.1902, -1.9218)
H (2.1061, 2.9849, -0.7227)
H (2.0927, 4.7034, -0.2883)
C (-2.1197, -2.2227, 5.0983)
C (-2.0295, -0.8636, 5.3629)
C (-1.2923, -0.0367, 4.5314)
C (-0.6451, -0.5725, 3.4172)
C (-0.7590, -1.9338, 3.1390)
C (-1.4820, -2.7559, 3.9840)
N (0.0747, 0.2535, 2.5246)
C (0.9427, 1.1685, 3.0091)
C (1.4312, 2.1846, 2.1476)
C (2.2728, 3.1621, 2.6118)
C (2.6820, 3.1499, 3.9474)
C (2.2411, 2.1420, 4.8069)
C (1.3842, 1.1653, 4.3617)
H (-2.6930, -2.8644, 5.7522)
H (-2.5410, -0.4417, 6.2168)
H (-1.2433, 1.0278, 4.7194)
H (-0.2584, -2.3430, 2.2680)
H (-1.5483, -3.8152, 3.7784)
H (1.0984, 2.1793, 1.1195)
H (2.6197, 3.9353, 1.9408)
H (3.3488, 3.9168, 4.3168)
H (2.5815, 2.1246, 5.8327)
H (1.0711, 0.3738, 5.0265)
O (1.7201, 0.3423, -0.8879)
S (2.9776, -0.3086, -0.3084)
C (4.2686, 0.0203, -1.5230)
C (4.6326, 1.4816, -1.5191)
C (4.3767, 2.2626, -2.6390)
C (4.7409, 3.6015, -2.6564)
C (5.3576, 4.1687, -1.5516)
C (5.6142, 3.3932, -0.4282)
C (5.2518, 2.0549, -0.4107)
C (2.7647, -2.0957, -0.5629)
C (2.5981, -2.5167, -1.9913)
C (1.4800, -2.1238, -2.7230)
C (1.3448, -2.4978, -4.0518)
C (2.3251, -3.2699, -4.6610)
C (3.4449, -3.6590, -3.9394)
C (3.5813, -3.2815, -2.6110)
H (3.8968, -0.3129, -2.4909)
H (5.1066, -0.6166, -1.2259)
H (3.9054, 1.8180, -3.5077)
H (4.5563, 4.1981, -3.5391)
H (5.6551, 5.2085, -1.5710)
H (6.1204, 3.8269, 0.4247)
H (5.4787, 1.4458, 0.4577)
H (1.8929, -2.3249, 0.0575)
H (3.6281, -2.5677, -0.0905)
H (0.7354, -1.4871, -2.2598)
H (0.4757, -2.1835, -4.6139)
H (2.2187, -3.5635, -5.6958)
H (4.2125, -4.2580, -4.4090)
H (4.4557, -3.5923, -2.0515)

Atoms 1-3, force components in eV/Å:
0.0 -0.4 0.7
0.0 0.0 0.0
0.1 0.0 0.0


[2]
DFT (ωB97M-V/def2-TZVPD) results for 2 unconnected molecules or ions with the total composition C4H12NO3 in a non-equilibrium geometry.

Output
**LUMO**: 3.97 eV
**Net charge**: -1
**Highest occupied orbital energy**: -3.80 eV
**Energy relative to the best compared isomer or geometry (same formula, charge and spin)**: 1.160 eV
**Gap between HOMO and LUMO**: 0.2855 Eh
**Strongest force on any atom**: 2.95 eV/Å

CARTESIAN COORDINATES (ANGSTROEM)
C (-0.0197, 0.8647, -0.7842)
C (1.2605, -0.0210, -0.8967)
C (1.8182, 0.0896, -2.2381)
O (0.8893, -1.3315, -0.5550)
N (-0.1105, 1.1975, 0.7273)
C (0.1359, 0.1006, 1.7005)
O (-0.6169, -1.0433, 1.4698)
H (-0.8523, 0.2553, -1.2174)
H (-0.0353, 1.9484, -1.2342)
H (2.0263, 0.3597, -0.1000)
H (2.0129, 1.1245, -2.3278)
H (2.7032, -0.5651, -2.3877)
H (1.0037, -0.2154, -2.9082)
H (0.1162, -1.2909, 0.0168)
H (-1.0042, 1.5712, 1.0828)
H (-0.1183, 0.5556, 2.7427)
H (1.1899, -0.2649, 1.6862)
H (-2.3504, -0.0057, -0.2212)
H (-2.1492, -0.2768, 1.1281)
O (-2.8897, 0.1520, 0.5801)

Atoms 1-3, force components in eV/Å:
0.0 1.8 2.4
-0.4 0.8 2.7
0.1 -1.5 -1.0


[3]
DFT (ωB97M-V/def2-TZVPD) results for 2 unconnected molecules or ions with the total composition C5H10N3.

Output
**LUMO**: -4.31 eV
**Net charge**: +1
**Highest occupied orbital energy**: -12.03 eV
**Energy relative to the best compared isomer or geometry (same formula, charge and spin)**: 1.988 eV
**Gap between HOMO and LUMO**: 0.2837 Eh
**Strongest force on any atom**: 0.82 eV/Å

CARTESIAN COORDINATES (ANGSTROEM)
C (2.5973, -1.3810, -0.8758)
C (-1.0243, 1.2198, -0.3926)
C (-1.7947, -0.7972, 0.8183)
C (2.6899, -0.5048, 0.0714)
C (-1.1159, 0.4044, 0.7205)
N (-0.3277, 2.3329, -0.4014)
N (-2.5262, -1.3883, -0.1044)
N (2.5561, 0.4084, 0.8616)
H (2.2104, -2.3679, -0.7009)
H (2.9978, -1.1785, -1.8515)
H (-1.5326, 0.9663, -1.3150)
H (-1.7237, -1.3274, 1.7603)
H (-0.5702, 0.7122, 1.6009)
H (-0.2489, 2.9154, -1.2201)
H (-2.9740, -2.2725, 0.0823)
H (0.1832, 2.6113, 0.4251)
H (3.2771, 0.6269, 1.5360)
H (-2.6736, -0.9803, -1.0147)

Atoms 1-3, force components in eV/Å:
0.1 -0.6 -0.5
0.0 -0.1 0.0
0.0 0.2 -0.2


[4]
DFT (ωB97M-V/def2-TZVPD) results for C4H4FNS in the gas phase in a non-equilibrium geometry.

Output
**LUMO**: 0.85 eV
**Structure (SMILES)**: F[C@@H]1[C@H]2C=NS[C@@H]12
**Highest occupied orbital energy**: -8.71 eV
**Energy relative to the best compared isomer or geometry (same formula, charge and spin)**: 1.129 eV
**Gap between HOMO and LUMO**: 0.3513 Eh
**Strongest force on any atom**: 1.57 eV/Å

CARTESIAN COORDINATES (ANGSTROEM)
F (2.3354, -0.6105, -0.2267)
C (1.0031, -0.3916, -0.5632)
C (0.2607, 0.5626, 0.3897)
C (-1.0836, 1.0903, -0.0744)
N (-2.0184, 0.2807, -0.3965)
S (-1.5901, -1.3312, -0.0838)
C (0.0695, -0.9248, 0.4456)
H (0.7860, -0.4456, -1.6257)
H (0.9253, 1.1639, 1.0051)
H (-1.1203, 2.1687, -0.1241)
H (0.4325, -1.5625, 1.2540)

Atoms 1-3, force components in eV/Å:
-0.7 0.4 -0.4
-0.1 0.1 0.7
-0.4 -0.1 -1.0


[5]
DFT (ωB97M-V/def2-TZVPD) results for a gas-phase ion, C7H15N2 (charge +1) in a non-equilibrium geometry.

Output
**LUMO**: -3.90 eV
**Net charge**: +1
**Structure (SMILES)**: CC(C)=[N+]=CC(C)(C)N
**Highest occupied orbital energy**: -14.36 eV
**Energy relative to the best compared isomer or geometry (same formula, charge and spin)**: 2.054 eV
**Gap between HOMO and LUMO**: 0.3842 Eh
**Strongest force on any atom**: 5.13 eV/Å

CARTESIAN COORDINATES (ANGSTROEM)
C (2.5970, 0.3077, -0.4413)
C (1.4167, -0.3515, -1.0203)
C (1.5096, -1.6750, -1.5251)
N (0.4126, 0.3474, -1.5122)
C (-0.6867, 0.7728, -1.0963)
C (-1.0704, 0.4344, 0.3432)
C (-2.3839, -0.4808, 0.2969)
C (-1.2969, 1.6794, 1.1445)
N (0.0142, -0.3376, 0.9507)
H (2.5162, 1.3384, -0.5197)
H (3.4817, -0.1148, -0.7633)
H (2.6498, 0.0110, 0.6659)
H (1.7617, -1.6682, -2.6629)
H (0.5124, -2.1468, -1.6069)
H (2.2553, -2.3125, -1.1736)
H (-1.3054, 1.4528, -1.6754)
H (-3.1030, -0.0096, -0.3315)
H (-2.8894, -0.5764, 1.2606)
H (-2.2391, -1.4589, -0.2174)
H (-1.5124, 1.1631, 2.1700)
H (-2.1010, 2.4805, 0.9528)
H (-0.2419, 2.2451, 1.3060)
H (0.4700, 0.1121, 1.6494)
H (-0.3012, -1.3178, 1.2638)

Atoms 1-3, force components in eV/Å:
-1.4 -1.3 3.0
-0.8 1.5 -0.4
-1.4 -1.9 -3.7